(1)
A structure of composition C35H37IrN3OP2S2, computed with the ωB97M-V functional and the def2-TZVPD basis.

Computed properties:
Charge ... +1
Spin multiplicity ... 5
⟨S²⟩ ... 6.03
LUMO (spin up / spin down) ... -1.986 / -4.275 eV
Gap between HOMO and LUMO (spin up / spin down) ... 6.8580 / 6.5971 eV
Relative energy (zero: lowest compared OMol25 entry of this formula, charge and spin) ... 0.812 eV

The geometry in XYZ format:
```
81
Properties=species:S:1:pos:R:3:forces:R:3:lowdin_spin:R:1
Ir -1.1932 0.3785 -0.7150 0.1 0.4 0.5 1.8936
C -4.3384 4.0475 0.2305 0.0 0.0 0.0 0.0269
C -3.1515 3.2175 -0.1734 -0.1 -0.4 0.4 0.2077
S -2.8725 1.8114 0.7371 0.2 -0.1 -0.5 0.4502
C -2.3296 3.6323 -1.2171 0.6 0.0 -0.3 0.1813
C -2.6548 4.8822 -1.9873 0.0 0.0 0.1 0.0213
S -0.9232 2.8125 -1.6911 -0.4 -0.3 0.1 0.4561
H -4.8395 3.6018 1.0852 0.0 0.0 0.0 0.0041
H -5.0541 4.1252 -0.5914 0.0 0.0 0.0 0.0085
H -4.0299 5.0621 0.4912 0.0 0.0 0.0 0.0051
H -2.8474 5.7273 -1.3248 0.0 0.0 0.0 0.0027
H -3.5541 4.7161 -2.5865 0.0 0.0 0.0 0.0074
H -1.8404 5.1368 -2.6599 0.0 0.0 0.0 0.0046
N 1.7975 0.3434 -0.7118 0.2 0.1 0.0 0.0160
P 0.8611 0.7582 0.6437 0.5 0.5 -0.3 0.0767
C 1.2551 2.5037 1.0061 -0.1 -0.1 0.0 0.0121
C 0.2878 3.3250 1.5760 0.0 -0.1 -0.1 0.0068
C 0.5834 4.6464 1.8773 0.0 0.0 0.0 0.0007
C 1.8455 5.1548 1.6098 0.0 0.0 0.0 0.0005
C 2.8166 4.3362 1.0494 0.1 0.0 0.0 0.0006
C 2.5248 3.0142 0.7545 0.0 0.0 0.0 0.0030
C 1.7922 -0.0445 1.9922 -0.3 -0.2 0.0 0.0212
C 1.7302 0.4968 3.2770 0.0 0.0 -0.1 0.0103
C 2.4783 -0.0571 4.3016 0.0 0.0 0.0 -0.0008
C 3.2917 -1.1552 4.0538 0.0 0.0 0.0 0.0101
C 3.3242 -1.7226 2.7893 0.0 -0.1 0.0 -0.0004
C 2.5660 -1.1802 1.7612 -0.1 0.0 0.0 0.0104
P 0.9217 0.0354 -2.1343 0.4 -0.3 0.4 0.1283
C 1.2135 -1.7285 -2.4996 -0.2 0.1 0.0 0.0215
C 2.4729 -2.1977 -2.8739 0.0 0.0 0.0 0.0046
C 2.6628 -3.5460 -3.1255 0.1 0.0 0.0 0.0014
C 1.5983 -4.4332 -3.0183 0.0 0.0 0.0 0.0003
C 0.3455 -3.9728 -2.6444 0.0 -0.1 0.0 0.0005
C 0.1539 -2.6242 -2.3810 0.0 0.1 0.0 0.0090
C 1.9104 0.8570 -3.4198 -0.3 0.1 0.1 0.0219
C 2.7262 1.9422 -3.1120 -0.1 0.0 0.0 0.0128
C 3.5034 2.5273 -4.1009 0.0 0.0 0.0 -0.0007
C 3.4496 2.0498 -5.4012 0.0 0.0 0.0 0.0121
C 2.5959 1.0024 -5.7224 0.0 0.0 -0.1 -0.0011
C 1.8238 0.4093 -4.7388 0.0 0.0 0.1 0.0118
H 2.8064 0.2677 -0.6757 0.0 0.0 0.0 -0.0003
H -0.7055 2.9360 1.7671 0.0 0.0 0.0 0.0064
H -0.1765 5.2794 2.3177 0.0 0.0 0.0 0.0001
H 2.0781 6.1858 1.8419 0.0 0.0 0.0 0.0000
H 3.8065 4.7250 0.8475 0.0 0.0 0.0 0.0001
H 3.2965 2.3805 0.3338 0.0 0.0 0.0 0.0001
H 1.1094 1.3646 3.4640 0.1 0.0 0.0 0.0005
H 2.4348 0.3744 5.2931 0.0 0.0 0.0 -0.0002
H 3.9009 -1.5670 4.8477 0.0 0.0 0.0 0.0006
H 3.9438 -2.5899 2.6011 0.0 0.0 0.0 -0.0002
H 2.5700 -1.6476 0.7839 0.1 0.0 0.0 0.0005
H 3.3041 -1.5103 -2.9755 0.0 0.0 0.0 0.0002
H 3.6406 -3.9088 -3.4146 0.0 0.0 0.0 0.0002
H 1.7490 -5.4824 -3.2354 0.0 0.0 0.0 0.0000
H -0.4856 -4.6620 -2.5677 0.0 0.0 0.0 0.0000
H -0.8222 -2.2575 -2.0831 0.0 -0.1 0.0 0.0076
H 2.7416 2.3418 -2.1074 0.0 0.0 0.1 0.0006
H 4.1467 3.3618 -3.8539 0.0 0.0 0.0 -0.0003
H 4.0657 2.5006 -6.1680 0.0 0.0 0.0 0.0007
H 2.5333 0.6486 -6.7430 0.0 0.0 0.0 -0.0003
H 1.1633 -0.4126 -4.9882 0.0 0.0 0.0 0.0005
N -1.6082 -1.4481 0.5781 -0.2 -0.1 0.0 0.0925
C -2.1131 -1.9926 1.4712 0.1 0.0 -0.1 0.0243
N -2.6836 -2.5903 2.4733 -0.1 0.1 0.1 0.0175
C -1.8950 -3.2916 3.4945 0.2 -0.2 0.1 0.0008
C -1.9848 -4.8012 3.2869 -0.1 0.1 0.0 0.0009
C -3.4473 -5.2504 3.2274 0.1 0.0 -0.1 0.0000
C -4.2110 -4.4802 2.1478 0.1 0.1 0.1 0.0004
C -4.1000 -2.9790 2.3943 -0.2 -0.2 -0.1 0.0009
H -2.3111 -3.0253 4.4692 0.0 0.1 0.0 0.0002
H -0.8653 -2.9398 3.4507 0.0 0.1 0.0 0.0000
H -1.4637 -5.2999 4.1051 0.0 0.0 0.0 0.0001
H -1.4757 -5.0694 2.3570 0.0 0.0 0.0 0.0000
H -3.9195 -5.0763 4.1991 0.0 0.0 0.0 0.0000
H -3.4979 -6.3207 3.0268 0.0 0.0 0.1 0.0000
H -5.2630 -4.7678 2.1375 0.0 0.0 0.0 0.0000
H -3.7933 -4.7105 1.1636 0.0 0.0 0.0 0.0000
H -4.5630 -2.7195 3.3492 0.0 0.1 0.0 0.0006
H -4.5832 -2.4008 1.6086 0.0 0.1 0.0 0.0001
O -3.4803 0.7717 -2.6285 -0.3 -0.4 -0.2 0.0582
C -2.7455 0.1722 -2.0027 -0.1 0.5 -0.1 0.1272
```
Positions in Å, forces in eV/Å.


(2)
An isolated molecule of C6H7Cl in a non-equilibrium geometry, computed with the ωB97M-V functional and the def2-TZVPD basis.

Computed properties:
Spin multiplicity ... 1
LUMO ... 1.088 eV
Gap between HOMO and LUMO ... 10.3201 eV
SMILES ... C=C(Cl)CC1C=C1
Relative energy (zero: lowest compared OMol25 entry of this formula, charge and spin) ... 3.342 eV

The geometry in XYZ format:
```
14
Properties=species:S:1:pos:R:3:forces:R:3:mulliken_charge:R:1
C 0.9814 -1.4938 1.6542 1.6 -1.0 -1.7 -0.7908
C -0.2746 -1.1503 1.5012 0.7 0.4 -0.9 0.5341
Cl -1.3385 -1.8675 2.5922 -1.7 -0.6 1.0 -0.2210
C -0.9230 -0.3120 0.4440 -0.2 3.7 1.1 -0.7942
C -0.0270 0.3322 -0.7408 0.3 -2.2 2.7 -0.0664
C -0.0136 1.8121 -1.0139 1.3 -0.3 -0.6 -0.5166
C -0.5110 1.0340 -1.9425 -1.2 0.4 0.3 -0.2944
H 1.2759 -2.4451 2.1094 -0.1 0.8 0.7 0.2494
H 1.7007 -1.1367 0.9143 -0.1 0.1 0.4 0.2773
H -1.5386 0.4964 1.0403 1.4 -0.8 -1.1 0.3278
H -1.7633 -0.8609 0.1509 -1.1 -1.3 -1.2 0.4369
H 0.8788 -0.3528 -0.7203 -0.6 1.3 -0.8 0.1850
H 0.5123 2.7414 -0.7035 -1.0 -0.8 -0.3 0.3192
H -1.1326 0.8761 -2.8383 0.8 0.3 0.5 0.3535
```
Positions in Å, forces in eV/Å.


(3)
A structure of composition C29H34CoN6O3 in a non-equilibrium geometry, computed with the ωB97M-V functional and the def2-TZVPD basis.

Computed properties:
Charge ... +3
Spin multiplicity ... 5
⟨S²⟩ ... 6.01
LUMO (spin up / spin down) ... -8.584 / -11.918 eV
Gap between HOMO and LUMO (spin up / spin down) ... 8.2320 / 4.8979 eV

The geometry in XYZ format:
```
73
Properties=species:S:1:pos:R:3:forces:R:3:lowdin_spin:R:1
Co 0.3510 1.1857 -0.0797 0.2 0.1 -1.7 3.1739
C 2.5142 0.6362 -2.3505 -0.2 -1.4 0.7 0.0075
C 1.7229 -0.7100 -2.3558 0.2 0.5 -1.7 0.0039
C 0.2633 -0.4942 -2.6202 -0.5 -0.7 -0.4 0.0109
C -0.3196 -1.0408 -3.7717 -0.6 1.6 0.3 0.0069
C -1.5600 -0.5277 -4.2150 0.6 -2.0 -1.1 0.0029
C -2.3014 0.3134 -3.4070 1.2 0.8 0.9 0.0048
C -1.7202 0.6580 -2.1864 -0.3 -0.5 0.4 0.0128
N -0.4794 0.2266 -1.7697 -0.7 1.3 -0.4 0.1176
N 2.3531 1.2584 -1.0165 0.8 0.2 0.0 0.1094
C 3.2743 0.6060 -0.0523 -0.4 -0.8 -0.8 0.0069
C 2.7903 0.7347 1.3344 0.2 -0.7 0.4 0.0185
C 3.6254 0.4699 2.4022 0.2 1.1 1.0 0.0043
C 3.1139 0.5747 3.7072 0.9 -0.6 -0.2 0.0180
C 1.7365 0.6556 3.8854 0.3 0.5 0.3 0.0050
C 0.9582 0.8080 2.7652 0.9 0.0 -0.5 0.0166
N 1.4806 0.9376 1.4893 -1.0 -0.8 2.0 0.1077
C 2.6921 2.6972 -1.1685 -0.3 -0.9 1.6 0.0076
C 1.4464 3.4502 -1.4449 1.0 0.7 -1.4 0.0195
C 1.5098 4.5658 -2.2795 -2.6 -0.3 1.8 0.0053
C 0.3277 5.3441 -2.3741 0.4 -0.7 0.1 0.0097
C -0.8260 4.9484 -1.6885 0.4 -1.0 1.3 0.0082
C -0.7535 3.8030 -0.8537 -0.5 1.0 -1.2 0.0204
N 0.3333 3.0195 -0.8365 -0.1 0.7 0.7 0.1502
H 2.1052 1.3197 -3.0819 0.0 0.1 -0.3 0.0002
H 3.6108 0.4959 -2.5246 -0.9 0.0 -0.1 0.0046
H 1.8569 -1.3051 -1.4661 0.3 -0.3 0.3 0.0001
H 2.0392 -1.2490 -3.2650 0.3 -0.2 0.7 -0.0001
H 0.2610 -1.7271 -4.3620 0.0 -0.1 -0.3 0.0008
H -1.9001 -0.9110 -5.2114 0.0 0.6 1.1 0.0002
H -3.2145 0.8223 -3.6847 -0.1 -0.4 -0.1 0.0007
H -2.3305 1.2464 -1.4796 0.7 -0.3 -0.4 0.0008
H 4.3070 0.9145 -0.1065 0.3 0.4 -0.4 0.0022
H 3.2640 -0.4647 -0.3214 0.1 0.3 0.4 0.0003
H 4.7002 0.3990 2.2382 -0.3 -0.2 0.0 0.0006
H 3.7879 0.5260 4.5855 -0.5 0.0 -0.7 0.0007
H 1.3448 0.6922 4.9115 -0.2 -0.2 -0.7 0.0005
H -0.0935 0.7839 2.8735 -0.8 0.3 -0.2 0.0008
H 3.4889 2.8503 -1.8729 0.2 0.1 -0.6 0.0019
H 3.0989 2.9674 -0.1919 -0.1 0.6 0.0 0.0001
H 2.4557 4.8217 -2.6608 0.8 0.5 -0.7 0.0008
H 0.3256 6.2585 -2.9377 0.0 0.2 -0.3 0.0006
H -1.7531 5.5175 -1.6784 0.3 0.0 -0.1 0.0010
H -1.5664 3.4958 -0.2038 -0.1 0.1 -0.3 0.0023
O -2.5934 -2.7254 3.1575 0.3 0.0 -0.4 0.0000
C -3.9959 -2.7969 3.0972 -1.6 -0.2 1.3 0.0001
N -4.5225 -2.7154 1.7553 0.6 0.4 -0.7 0.0004
C -3.8427 -2.0719 0.7569 0.4 -2.2 -0.9 0.0006
O -3.6767 -2.5936 -0.3548 -0.2 1.8 1.5 0.0001
C -3.2589 -0.7650 1.1421 0.6 1.6 1.1 0.0038
C -3.8804 0.1666 1.9975 0.0 -0.1 -1.7 0.0035
C -3.2745 1.4368 2.1468 -0.4 -1.5 1.4 0.0056
C -2.0068 1.6366 1.6630 -1.0 -0.3 -1.5 0.0095
N -1.4420 0.8091 0.7221 -0.6 -0.9 3.0 0.0918
C -1.9958 -0.4278 0.6750 0.2 -0.5 -2.1 0.0135
H -2.2842 -2.9155 4.0552 -0.3 0.0 -0.2 0.0000
H -4.4509 -1.9748 3.6904 0.4 -0.5 0.0 0.0000
H -4.4026 -3.7651 3.4702 0.4 0.7 0.1 0.0000
H -4.9686 -3.5376 1.3924 0.0 -0.5 0.0 0.0001
H -4.8514 -0.1066 2.4172 0.3 0.4 0.0 0.0002
H -3.7477 2.1183 2.8478 0.3 0.2 -0.2 0.0006
H -1.4762 2.4935 1.9747 0.6 1.1 -0.1 0.0011
H -1.4571 -1.2083 0.1046 -0.3 0.7 0.2 0.0011
C 2.5349 -4.2468 -0.2704 -0.1 0.7 0.9 0.0000
C 1.3258 -3.6184 0.3950 -0.7 -1.2 -0.3 0.0001
C 0.1978 -4.6262 0.6461 -0.3 1.6 0.8 0.0000
O 1.2731 -2.4341 0.7276 0.1 -0.7 -0.6 0.0007
H 2.9891 -3.4496 -0.8163 0.7 0.3 -0.7 0.0000
H 2.4247 -5.1638 -0.8420 -0.5 0.2 -0.1 0.0000
H 3.1997 -4.5108 0.5492 0.3 0.0 0.2 0.0000
H -0.1488 -5.1107 -0.2905 0.1 0.5 0.6 0.0000
H -0.5927 -4.0652 1.2216 0.4 -0.9 -0.8 0.0000
H 0.6041 -5.4062 1.2952 0.0 -0.1 -0.1 0.0000
```
Positions in Å, forces in eV/Å.